# 1
2 unconnected molecules or ions with the total composition C3H10N2O2 in a non-equilibrium geometry. Source: OMol25; level of theory: wB97M-V/def2-TZVPD.

Geometry as ORCA input:
```
! wB97M-V def2-TZVPD RIJCOSX def2/J DEFGRID3
* xyz 0 1
N 0.352 -0.737 -0.569
C 1.564 -0.843 0.195
C 1.493 -2.010 1.128
O 0.568 -2.809 1.116
H 0.401 -0.085 -1.340
H 0.148 -1.612 -1.048
H 1.689 0.077 0.795
H 2.466 -0.866 -0.448
H 2.326 -2.131 1.843
N -1.544 1.420 -1.245
C -1.170 1.606 0.162
O -1.588 0.538 0.987
H -2.495 1.161 -1.242
H -1.517 2.272 -1.736
H -0.081 1.700 0.230
H -1.579 2.540 0.457
H -1.034 -0.221 0.716
*
```

Output
F_max: 1.72 eV Å⁻¹
orbital gap: 10.213 eV
lowest unoccupied orbital energy: 0.856 eV

---

# 2
C3H6N2O2 in the gas phase. Source: OMol25; level of theory: wB97M-V/def2-TZVPD.

Geometry as ORCA input:
```
! wB97M-V def2-TZVPD RIJCOSX def2/J DEFGRID3
* xyz 0 1
N 2.043 -0.665 1.064
C 1.064 -0.726 0.117
O 0.934 -1.677 -0.611
C 0.072 0.442 0.122
N -0.853 0.402 -0.980
C -2.193 0.300 -0.724
O -3.075 0.372 -1.538
H 2.525 -1.537 1.199
H 2.289 0.147 1.597
H 0.666 1.359 0.095
H -0.455 0.477 1.079
H -0.604 0.983 -1.765
H -2.414 0.124 0.345
*
```

Output
F_max: 0.82 eV Å⁻¹
orbital gap: 10.524 eV
lowest unoccupied orbital energy: 0.546 eV

---

# 3
3 unconnected molecules or ions with the total composition C26H34F6NO2 in a non-equilibrium geometry. Source: OMol25; level of theory: wB97M-V/def2-TZVPD.

Geometry as ORCA input:
```
! wB97M-V def2-TZVPD RIJCOSX def2/J DEFGRID3
* xyz 0 2
C -0.588 -0.979 0.154
C -0.525 -0.985 -1.409
C -0.893 -2.413 -1.821
C -1.556 0.037 -1.868
C -1.560 0.381 -3.379
C -1.962 1.833 -3.644
C -3.257 2.266 -2.932
C -3.184 3.741 -2.662
F -2.217 4.016 -1.807
F -4.289 4.221 -2.136
F -2.922 4.405 -3.762
C -2.527 -0.580 -4.079
O -2.949 -0.146 -5.387
C -2.485 -0.864 -6.398
F -1.189 -0.738 -6.559
F -2.772 -2.140 -6.303
F -3.049 -0.417 -7.502
C -0.085 0.254 -3.908
C 0.991 0.390 -2.828
C 2.342 0.182 -3.543
C 1.096 1.805 -2.227
N 0.884 -0.655 -1.775
O 1.548 -1.714 -2.061
H -1.631 -0.899 0.447
H 0.008 -0.138 0.488
H -0.170 -1.912 0.514
H -1.943 -2.562 -1.575
H -0.346 -3.127 -1.229
H -0.745 -2.602 -2.880
H -1.462 0.973 -1.322
H -2.526 -0.366 -1.584
H -2.115 1.988 -4.707
H -1.151 2.494 -3.372
H -4.126 2.070 -3.552
H -3.402 1.805 -1.958
H -3.430 -0.645 -3.478
H -2.092 -1.575 -4.075
H 0.066 1.012 -4.670
H 0.040 -0.716 -4.387
H 2.318 -0.631 -4.257
H 3.136 0.099 -2.811
H 2.534 1.093 -4.111
H 2.095 1.880 -1.807
H 0.426 1.911 -1.378
H 0.952 2.576 -2.973
C -1.543 1.511 4.324
C -0.409 1.237 3.572
C 0.325 0.084 3.816
C -0.081 -0.800 4.808
C -1.217 -0.527 5.557
C -1.946 0.630 5.318
H -2.113 2.412 4.135
H -0.097 1.923 2.794
H 1.213 -0.126 3.233
H 0.489 -1.701 4.996
H -1.534 -1.216 6.329
H -2.829 0.845 5.907
C 3.886 -1.353 5.272
C 3.651 -0.514 6.354
C 4.299 -0.740 7.560
C 5.190 -1.797 7.682
C 5.428 -2.633 6.600
C 4.773 -2.414 5.396
H 3.378 -1.180 4.332
H 2.960 0.314 6.256
H 4.112 -0.090 8.405
H 5.699 -1.970 8.622
H 6.124 -3.457 6.696
H 4.955 -3.069 4.554
*
```

Output
F_max: 2.36 eV Å⁻¹
orbital gap (alpha / beta): 9.237 / 9.464 eV
lowest unoccupied orbital energy (alpha / beta): 0.491 / 0.067 eV

---

# 4
A molecular structure, C5H7O4Sm in a non-equilibrium geometry. Source: OMol25; level of theory: wB97M-V/def2-TZVPD.

Geometry as ORCA input:
```
! wB97M-V def2-TZVPD RIJCOSX def2/J DEFGRID3
* xyz 1 7
O -0.075 -2.211 0.410
C -0.681 -1.245 0.938
O -0.372 -0.072 0.108
O -1.432 -1.127 1.868
Sm 1.006 -1.863 -1.511
C -1.242 2.056 -0.288
C -0.636 1.144 0.591
H -1.517 1.652 -1.271
H -1.737 2.922 0.158
O 1.987 3.974 1.260
C 0.893 3.078 1.258
C 0.622 2.446 -0.111
H 2.438 3.929 2.106
H 0.012 3.628 1.631
H 1.130 2.273 1.977
H 0.693 1.997 -1.120
H 1.510 2.900 -0.599
*
```

Output
F_max: 3.51 eV Å⁻¹
orbital gap (alpha / beta): 4.899 / 5.025 eV
lowest unoccupied orbital energy (alpha / beta): -5.706 / -5.592 eV

---

# 5
A molecular structure, C3H4FN3O in a non-equilibrium geometry. Source: OMol25; level of theory: wB97M-V/def2-TZVPD.

Geometry as ORCA input:
```
! wB97M-V def2-TZVPD RIJCOSX def2/J DEFGRID3
* xyz 0 1
C 0.172 0.926 0.402
C 0.100 -1.159 0.470
C -0.238 0.497 -0.794
H -0.817 2.672 1.175
H 0.960 2.134 1.922
H 0.675 -2.243 1.659
H 0.334 -1.322 -1.960
N 0.192 2.248 0.804
N 0.323 -0.148 1.319
N -0.335 -0.845 -0.799
O 0.424 -2.488 0.664
F -0.667 0.922 -1.983
*
```

Output
F_max: 6.17 eV Å⁻¹
orbital gap: 7.759 eV
lowest unoccupied orbital energy: -0.449 eV

---

# 6
6 unconnected molecules or ions with the total composition C46H51F6IN6O3S in a non-equilibrium geometry. Source: OMol25; level of theory: wB97M-V/def2-TZVPD.

Geometry as ORCA input:
```
! wB97M-V def2-TZVPD RIJCOSX def2/J DEFGRID3
* xyz 0 1
C 3.007 5.288 2.328
C 2.065 4.051 2.581
O 0.890 4.225 2.813
O 2.676 2.835 2.470
C 1.863 1.768 3.036
C 2.766 0.538 3.366
N 3.042 -0.415 2.238
C 2.665 0.089 0.934
C 1.374 -0.398 0.392
C 0.515 -1.404 1.223
C -0.702 -0.758 1.977
O -1.964 -1.206 1.418
C -0.761 -1.060 3.525
F -2.059 -1.223 3.961
F -0.243 0.030 4.210
F -0.092 -2.187 3.917
C 0.870 0.002 -0.918
C 1.679 0.915 -1.726
C 2.957 1.429 -1.240
C 3.434 0.985 0.081
S 5.034 1.563 0.756
C 5.538 0.092 1.729
C 6.961 -0.216 1.861
C 7.991 0.760 1.163
C 8.091 2.052 2.082
C 7.832 1.713 3.588
F 6.544 1.807 4.144
C 8.850 1.265 4.452
F 9.111 -0.032 4.765
F 9.659 2.214 5.025
C 7.352 -1.388 2.624
C 6.301 -2.233 3.220
C 4.883 -1.900 3.078
C 3.860 -2.876 3.762
C 3.560 -4.041 2.708
C 4.696 -5.145 2.699
I 5.950 -5.060 0.914
C 4.476 -0.710 2.322
H 2.504 6.087 1.736
H 3.494 5.646 3.269
H 3.846 4.902 1.676
H 0.942 1.548 2.449
H 1.502 2.170 4.028
H 2.227 -0.043 4.172
H 3.706 0.914 3.857
H 0.075 -2.154 0.503
H 1.219 -1.979 1.873
H -0.683 0.352 1.812
H -2.570 -0.469 1.621
H -0.097 -0.398 -1.312
H 1.357 1.243 -2.740
H 3.586 2.145 -1.823
H 8.956 0.188 1.115
H 7.598 0.991 0.137
H 9.107 2.536 2.016
H 7.340 2.845 1.810
H 8.434 -1.636 2.755
H 6.653 -3.130 3.780
H 4.411 -3.308 4.645
H 2.924 -2.340 4.048
H 3.592 -3.562 1.689
H 2.530 -4.457 2.834
H 4.292 -6.189 2.733
H 5.405 -5.015 3.562
C -2.574 6.922 5.322
C -3.336 6.669 4.154
C -2.469 6.215 3.192
N -1.214 6.188 3.733
C -1.269 6.612 5.031
H -2.939 7.288 6.269
H -4.400 6.803 4.032
H -2.638 5.910 2.172
H -0.377 5.899 3.249
H -0.377 6.659 5.635
C -3.966 -3.867 -2.722
C -3.079 -3.192 -3.600
C -2.361 -2.298 -2.846
N -2.784 -2.404 -1.549
C -3.757 -3.362 -1.464
H -4.675 -4.638 -2.983
H -2.978 -3.345 -4.664
H -1.590 -1.596 -3.121
H -2.432 -1.862 -0.775
H -4.217 -3.599 -0.518
C -3.289 -6.974 -4.494
C -4.064 -6.578 -5.614
C -4.316 -7.704 -6.355
N -3.719 -8.764 -5.728
C -3.095 -8.328 -4.589
H -2.916 -6.338 -3.706
H -4.399 -5.580 -5.850
H -4.865 -7.842 -7.273
H -3.736 -9.715 -6.052
H -2.568 -9.017 -3.949
C -5.785 0.981 -5.738
C -4.410 1.295 -5.605
C -3.826 0.276 -4.895
N -4.796 -0.638 -4.590
C -5.992 -0.219 -5.104
H -6.538 1.567 -6.242
H -3.904 2.168 -5.987
H -2.806 0.124 -4.581
H -4.651 -1.489 -4.068
H -6.886 -0.809 -4.974
C -8.896 4.743 -4.420
C -9.672 5.138 -5.542
C -9.921 4.012 -6.282
N -9.323 2.953 -5.654
C -8.701 3.390 -4.516
H -8.525 5.380 -3.632
H -10.009 6.136 -5.778
H -10.470 3.873 -7.200
H -9.339 2.002 -5.978
H -8.173 2.701 -3.876
*
```

Output
F_max: 3.38 eV Å⁻¹
orbital gap: 6.894 eV
lowest unoccupied orbital energy: -1.034 eV

---

F_max of number 4 (C5H7O4Sm)? 3.51 eV Å⁻¹

---

Which of these has the highest F_max? C3H4FN3O